*A*
The following is a quantum chemistry calculation of a single C3H6N2O2S molecule, from the OMol25 dataset.

Results
- Total charge: 0
- LUMO energy: 0.23 eV
- HOMO-LUMO gap: 9.60 eV
- HOMO level: -9.4 eV
- SMILES: CN(S)C(=O)C(N)=O

Element x y z (Å)
C  -0.468  -1.672  -0.924
N  -0.129  -0.289  -1.046
S  -0.077  0.457  -2.659
C  -0.407  0.711  0.119
O  -0.752  1.817  -0.166
C  0.196  0.360  1.474
N  0.397  1.478  2.111
O  0.472  -0.743  1.871
H  0.033  -1.968  -0.119
H  -1.513  -2.007  -0.779
H  -0.044  -2.196  -1.841
H  1.190  0.282  -2.784
H  0.174  2.337  1.734
H  0.927  1.433  3.007

Electronic structure analysis, Löwdin charges in units of e: C -0.17; N -0.44; S 0.80; C -0.32; O 0.07; C -0.51; N 0.20; O 0.09; H 0.01; H 0.10; H 0.10; H -0.18; H 0.08; H 0.16



*B*
The following is a quantum chemistry calculation of a single C3H6N2O2S molecule, from the OMol25 dataset.

Results
- Total charge: 0
- LUMO energy: 0.61 eV
- HOMO-LUMO gap: 10.58 eV
- HOMO level: -10.0 eV
- SMILES: NC(=O)NCC(=O)S

Element x y z (Å)
N  2.326  0.812  -1.170
C  1.513  0.480  -0.102
O  1.685  0.878  1.036
N  0.411  -0.288  -0.485
C  -0.571  -0.517  0.605
C  -2.000  -0.324  -0.036
O  -2.154  -0.252  -1.222
S  -3.382  -0.256  1.061
H  2.471  0.133  -1.940
H  3.167  1.298  -0.866
H  -0.018  -0.091  -1.393
H  -0.470  0.257  1.381
H  -0.404  -1.520  1.065
H  -2.573  -0.610  2.068

Electronic structure analysis, Löwdin charges in units of e: N 0.13; C -0.61; O 0.04; N 0.04; C -0.16; C -0.77; O 0.01; S 0.85; H 0.11; H 0.10; H 0.12; H 0.11; H 0.13; H -0.12



*C*
The following is a quantum chemistry calculation of a single C3H6N2O2S molecule, from the OMol25 dataset.

Results
- Total charge: 0
- LUMO energy: -0.35 eV
- HOMO-LUMO gap: 8.70 eV
- HOMO level: -9.1 eV
- SMILES: O/N=C/CC(=S)NO

Element x y z (Å)
O  -0.314  0.109  -3.399
N  -0.255  -0.147  -1.948
C  -0.922  0.655  -1.283
C  -0.902  0.440  0.162
C  0.201  0.198  1.052
S  1.044  1.182  2.130
N  0.659  -1.082  0.781
O  -0.402  -2.168  0.609
H  -0.323  -0.851  -3.954
H  -1.425  1.602  -1.580
H  -1.694  -0.278  0.460
H  -1.442  1.458  0.396
H  1.110  -1.398  1.813
H  -0.295  -2.120  -0.300

Electronic structure analysis, Löwdin charges in units of e: O -0.14; N 0.02; C -0.18; C -0.24; C -0.84; S 0.66; N -0.04; O -0.04; H 0.18; H 0.15; H 0.14; H 0.14; H 0.19; H 0.02



Stability check: which of them is least stable? *C*.



*A*
The following is a quantum chemistry calculation of a single C3H6N2O2S molecule, from the OMol25 dataset.

Results
- Total charge: 0
- LUMO energy: 0.43 eV
- HOMO-LUMO gap: 9.00 eV
- HOMO level: -8.6 eV
- SMILES: CO/N=C\ONC=S

Element x y z (Å)
C  0.452  0.183  2.531
O  0.549  0.249  1.038
N  1.220  -0.866  0.557
C  1.340  -0.678  -0.724
O  0.642  0.339  -1.335
N  -0.792  0.406  -1.260
C  -1.549  0.283  -2.328
S  -3.213  0.071  -2.455
H  -0.306  0.995  2.688
H  1.335  0.319  3.284
H  0.126  -0.749  2.885
H  2.125  -1.240  -1.452
H  -1.118  0.162  -0.152
H  -0.810  0.525  -3.277

Electronic structure analysis, Löwdin charges in units of e: C -0.04; O -0.25; N 0.06; C -0.17; O -0.10; N -0.06; C -0.76; S 0.52; H 0.10; H 0.11; H 0.04; H 0.18; H 0.24; H 0.14



*B*
The following is a quantum chemistry calculation of 2 unconnected molecules or ions with the total composition C3H6N2O2S, from the OMol25 dataset.

Results
- Total charge: 0
- LUMO energy: 0.60 eV
- HOMO-LUMO gap: 9.43 eV
- HOMO level: -8.8 eV
- SMILES: O=[NH+][O-].C1=NSCC1

Element x y z (Å)
O  4.241  -1.011  0.521
N  4.488  0.056  -0.021
O  5.373  0.310  -0.750
H  3.774  0.703  0.082
C  0.599  -0.458  -0.193
N  1.340  0.523  0.097
S  0.483  1.972  0.476
C  -1.205  1.163  0.233
C  -0.905  -0.237  -0.272
H  1.125  -1.402  -0.431
H  -1.728  1.896  -0.362
H  -1.723  1.027  1.115
H  -0.857  -0.234  -1.307
H  -1.529  -0.877  0.226

Electronic structure analysis, Löwdin charges in units of e: O 0.04; N -0.30; O 0.09; H 0.10; C -0.25; N -0.33; S 0.83; C -0.39; C -0.19; H 0.13; H 0.06; H 0.04; H 0.09; H 0.09



Stability check: which of them is least stable? *A*.



*A*
The following is a quantum chemistry calculation of 2 unconnected molecules or ions with the total composition C3H6N2O2S, from the OMol25 dataset.

Results
- Total charge: 0
- LUMO energy: 0.44 eV
- HOMO-LUMO gap: 8.97 eV
- HOMO level: -8.5 eV
- SMILES: O/C=C(\O)S.N=C=N

Element x y z (Å)
O  0.659  1.660  -0.959
C  0.598  0.338  -0.752
C  -0.346  -0.593  -0.994
O  -1.602  -0.336  -1.593
S  -0.167  -2.286  -0.510
H  -0.175  1.804  -1.397
H  1.382  -0.255  -0.415
H  -2.260  -1.042  -1.321
H  -0.684  -2.896  -1.603
N  -0.201  1.740  1.947
C  0.346  0.662  1.893
N  0.937  -0.379  2.162
H  0.261  2.619  2.001
H  1.255  -1.037  1.541

Electronic structure analysis, Löwdin charges in units of e: O 0.07; C -0.29; C -0.68; O -0.08; S 0.81; H 0.10; H 0.07; H 0.10; H -0.11; N 0.16; C -0.39; N 0.17; H 0.07; H -0.01



*B*
The following is a quantum chemistry calculation of a molecular structure, C3H6N2O2S, from the OMol25 dataset.

Results
- Total charge: 0
- LUMO energy: 0.07 eV
- HOMO-LUMO gap: 9.28 eV
- HOMO level: -9.2 eV

Element x y z (Å)
C  0.319  -0.760  -0.550
C  1.538  -0.102  0.170
C  -1.915  -0.325  0.130
H  -0.082  1.660  -1.363
H  -0.019  1.752  0.334
H  0.603  -1.237  -1.624
H  -0.032  -1.684  0.360
H  1.813  0.426  1.910
H  -2.875  0.149  0.381
N  -0.712  1.583  -0.525
N  -0.836  0.196  -0.412
O  1.138  0.437  1.243
O  -1.891  -1.580  0.234
S  2.951  -0.514  -0.290

Electronic structure analysis, Löwdin charges in units of e: C -0.13; C -1.06; C -0.29; H 0.11; H 0.13; H 0.16; H 0.22; H 0.12; H 0.15; N 0.07; N -0.23; O 0.02; O -0.08; S 0.81



Stability check: which of them is least stable? *B*.



*A*
The following is a quantum chemistry calculation of a molecular structure, C3H6N2O2S, from the OMol25 dataset.

Results
- Total charge: 0
- LUMO energy (spin up / spin down): -1.42 / -1.74 eV
- HOMO-LUMO gap (spin up / spin down): 7.51 / 7.29 eV
- HOMO level (spin up / spin down): -8.9 / -9.0 eV

Element x y z (Å)
C  -0.143  -0.827  0.548
C  0.258  -0.007  1.797
C  -0.672  0.195  -0.414
N  -0.043  1.392  1.613
N  -1.103  -0.044  -1.696
O  -1.476  0.932  -2.346
O  -1.089  -1.201  -2.101
S  -0.649  1.740  0.234
H  0.705  -1.359  0.109
H  -0.908  -1.576  0.768
H  -0.274  -0.335  2.695
H  1.328  -0.080  2.012
H  2.027  0.487  -1.231
H  2.040  0.683  -1.988

Electronic structure analysis, Löwdin charges in units of e: C -0.16; C -0.28; C -0.51; N -0.37; N -0.46; O 0.00; O 0.07; S 1.15; H 0.11; H 0.12; H 0.12; H 0.11; H 0.04; H 0.06



*B*
The following is a quantum chemistry calculation of a single C3H6N2O2S molecule, from the OMol25 dataset.

Results
- Total charge: 0
- LUMO energy: 0.21 eV
- HOMO-LUMO gap: 8.93 eV
- HOMO level: -8.7 eV
- SMILES: CN(/C=N/O)OC=S

Element x y z (Å)
C  0.201  1.453  0.017
N  0.291  -0.003  -0.167
C  -0.924  -0.639  -0.190
N  -2.046  -0.028  -0.351
O  -3.058  -0.900  -0.505
O  1.084  -0.598  0.828
C  2.375  -0.783  0.463
S  3.173  -0.381  -0.869
H  -0.267  1.538  0.995
H  1.243  1.799  0.069
H  -0.359  1.796  -0.845
H  -0.795  -1.735  -0.168
H  -3.854  -0.380  -0.626
H  2.936  -1.138  1.349

Electronic structure analysis, Löwdin charges in units of e: C -0.03; N -0.20; C -0.17; N -0.02; O -0.05; O -0.12; C -0.71; S 0.71; H 0.09; H 0.08; H 0.09; H 0.15; H 0.09; H 0.08



Stability check: which of them is least stable? *A*.



*A*
The following is a quantum chemistry calculation of a single C5H15N3 molecule, from the OMol25 dataset.

Results
- Total charge: 0
- LUMO energy: 1.13 eV
- HOMO-LUMO gap: 9.50 eV
- HOMO level: -8.4 eV
- SMILES: CC[C@@H](N)CNCN

Element x y z (Å)
C  2.871  1.493  0.592
C  1.286  1.384  0.317
C  0.784  0.041  0.642
N  0.423  -0.197  2.116
C  -0.661  -0.067  -0.137
N  -0.798  -1.175  -0.966
C  -2.257  -1.709  -1.083
N  -3.001  -0.697  -1.890
H  3.142  0.574  1.061
H  3.639  1.616  -0.233
H  2.993  2.289  1.340
H  0.813  2.200  1.043
H  1.116  1.746  -0.705
H  1.441  -0.821  0.269
H  -0.490  -0.675  2.231
H  1.152  0.101  2.712
H  -0.812  0.707  -0.796
H  -1.363  -0.171  0.674
H  -0.160  -1.863  -0.966
H  -1.962  -2.512  -1.803
H  -2.574  -1.920  -0.057
H  -2.667  -0.509  -2.830
H  -2.916  0.166  -1.530

Electronic structure analysis, Löwdin charges in units of e: C -0.10; C -0.24; C -0.35; N 0.03; C -0.23; N -0.10; C -0.19; N 0.01; H 0.03; H 0.08; H 0.06; H 0.15; H 0.10; H 0.14; H 0.08; H 0.04; H 0.07; H 0.09; H 0.04; H 0.12; H 0.11; H 0.07; H -0.01



*B*
The following is a quantum chemistry calculation of a single C5H15N3 molecule, from the OMol25 dataset.

Results
- Total charge: 0
- LUMO energy: 1.00 eV
- HOMO-LUMO gap: 9.94 eV
- HOMO level: -8.9 eV
- SMILES: CN(N)NC(C)(C)C

Element x y z (Å)
C  -1.064  1.909  -1.537
N  0.026  1.164  -0.920
N  1.202  1.213  -1.812
N  -0.590  -0.009  -0.553
C  0.077  -0.796  0.639
C  1.469  -1.348  0.464
C  -0.002  0.220  1.845
C  -0.917  -1.926  0.877
H  -1.980  2.064  -1.014
H  -0.738  2.860  -1.678
H  -1.340  1.428  -2.504
H  1.633  2.008  -1.372
H  1.032  1.158  -2.796
H  -0.779  -0.688  -1.441
H  1.362  -2.172  -0.310
H  2.112  -0.644  0.024
H  1.820  -1.672  1.377
H  -0.985  0.494  2.296
H  0.554  1.059  1.644
H  0.445  -0.271  2.724
H  -1.130  -1.850  2.010
H  -1.805  -1.580  0.308
H  -0.429  -2.850  0.754

Electronic structure analysis, Löwdin charges in units of e: C -0.10; N -0.30; N 0.06; N -0.06; C -0.56; C -0.05; C -0.06; C -0.06; H 0.07; H 0.04; H 0.09; H 0.07; H 0.05; H 0.17; H 0.11; H 0.05; H 0.06; H 0.09; H 0.03; H 0.08; H 0.10; H 0.09; H 0.05



Stability check: which of them is least stable? *B*.



*A*
The following is a quantum chemistry calculation of a single C5H15N3 molecule, from the OMol25 dataset.

Results
- Total charge: 0
- LUMO energy: 1.04 eV
- HOMO-LUMO gap: 9.56 eV
- HOMO level: -8.5 eV
- SMILES: CN(CCN)CCN

Element x y z (Å)
C  1.533  0.296  -0.592
N  0.296  0.013  0.083
C  -0.661  1.111  -0.069
C  -0.235  2.337  0.769
N  -1.233  3.385  0.635
C  -0.283  -1.246  -0.312
C  0.565  -2.482  0.091
N  -0.079  -3.745  -0.204
H  1.420  0.383  -1.690
H  1.954  1.279  -0.387
H  2.336  -0.379  -0.324
H  -1.625  0.790  0.325
H  -0.840  1.260  -1.148
H  0.759  2.750  0.667
H  -0.295  1.768  1.706
H  -0.937  4.280  1.001
H  -2.072  3.178  1.166
H  -1.349  -1.254  -0.077
H  -0.339  -1.449  -1.410
H  0.853  -2.320  1.131
H  1.487  -2.389  -0.470
H  -0.957  -3.781  0.302
H  -0.297  -3.784  -1.193

Electronic structure analysis, Löwdin charges in units of e: C -0.11; N -0.23; C -0.22; C -0.27; N -0.01; C -0.24; C -0.29; N -0.01; H 0.10; H 0.07; H 0.08; H 0.11; H 0.12; H 0.10; H 0.11; H 0.06; H 0.07; H 0.11; H 0.12; H 0.11; H 0.09; H 0.06; H 0.06



*B*
The following is a quantum chemistry calculation of a single C5H15N3 molecule, from the OMol25 dataset.

Results
- Total charge: 0
- LUMO energy: 1.12 eV
- HOMO-LUMO gap: 9.77 eV
- HOMO level: -8.7 eV
- SMILES: CC[C@H](CN)NCN

Element x y z (Å)
C  1.617  -1.649  -1.489
C  0.849  -1.409  -0.189
C  -0.013  -0.139  -0.153
C  0.862  1.127  -0.094
N  1.493  1.615  -1.316
N  -0.890  -0.277  1.043
C  -1.947  0.743  1.007
N  -2.782  0.560  2.215
H  2.578  -1.124  -1.461
H  1.050  -1.314  -2.357
H  1.949  -2.678  -1.650
H  0.187  -2.218  0.119
H  1.552  -1.380  0.652
H  -0.629  -0.140  -1.056
H  1.663  0.975  0.633
H  0.277  1.980  0.266
H  2.182  1.023  -1.725
H  0.827  1.998  -1.975
H  -0.279  -0.116  1.830
H  -2.555  0.538  0.128
H  -1.568  1.762  1.054
H  -3.761  0.511  1.953
H  -2.663  -0.390  2.566

Electronic structure analysis, Löwdin charges in units of e: C -0.11; C -0.23; C -0.37; C -0.24; N 0.01; N -0.03; C -0.31; N -0.01; H 0.06; H 0.07; H 0.07; H 0.10; H 0.11; H 0.14; H 0.12; H 0.10; H 0.04; H 0.07; H 0.11; H 0.11; H 0.09; H 0.05; H 0.06



*C*
The following is a quantum chemistry calculation of a single C5H15N3 molecule, from the OMol25 dataset.

Results
- Total charge: 0
- LUMO energy: 0.96 eV
- HOMO-LUMO gap: 9.49 eV
- HOMO level: -8.5 eV
- SMILES: CNC(C)(C)NCN

Element x y z (Å)
C  -2.497  0.240  -0.648
N  -1.438  0.963  0.040
C  -0.192  0.250  0.321
C  -0.459  -0.921  1.286
C  0.717  1.277  1.026
N  0.307  -0.237  -0.957
C  1.725  -0.325  -1.191
N  2.258  -1.412  -0.420
H  -2.293  0.152  -1.720
H  -3.430  0.803  -0.545
H  -2.680  -0.755  -0.237
H  -1.252  1.846  -0.426
H  -1.076  -0.600  2.134
H  0.468  -1.326  1.705
H  -0.981  -1.752  0.797
H  1.659  0.831  1.363
H  0.962  2.122  0.370
H  0.229  1.688  1.918
H  -0.065  0.389  -1.666
H  2.261  0.613  -1.016
H  1.877  -0.568  -2.248
H  1.556  -2.150  -0.435
H  2.343  -1.128  0.549

Electronic structure analysis, Löwdin charges in units of e: C -0.12; N -0.08; C -0.62; C -0.04; C -0.04; N -0.01; C -0.34; N 0.01; H 0.07; H 0.08; H 0.08; H 0.11; H 0.09; H 0.07; H 0.07; H 0.07; H 0.08; H 0.09; H 0.10; H 0.11; H 0.11; H 0.07; H 0.04



Stability check: which of them is least stable? *A*.